# 1
{"formula": "C28H32CaN5O2S2", "method": "ωB97M-V/def2-TZVPD", "species": ["Ca", "C", "C", "N", "C", "C", "N", "C", "C", "N", "C", "C", "N", "C", "C", "C", "C", "C", "C", "C", "N", "H", "H", "H", "H", "H", "H", "H", "H", "H", "H", "H", "H", "H", "H", "H", "H", "H", "H", "H", "H", "H", "H", "H", "O", "C", "O", "C", "C", "C", "C", "C", "C", "S", "H", "H", "H", "H", "S", "C", "C", "C", "C", "C", "C", "H", "H", "H", "H", "H"], "coordinates": [[-0.772070, 0.308712, 0.805112], [0.651434, -4.204073, 1.964649], [0.556473, -2.795179, 1.428973], [-0.543253, -2.138325, 1.209287], [-1.843617, -2.829993, 1.189039], [-2.967924, -1.928710, 0.661288], [-2.544038, -0.961311, -0.313382], [-3.554000, -0.018959, -0.791556], [-3.026792, 1.328597, -1.472043], [-1.561859, 1.477619, -1.319881], [-0.943471, 2.855555, -1.343686], [0.546241, 2.811664, -1.074209], [1.033672, 1.513686, -0.509544], [2.245744, 1.157646, -0.479352], [3.430790, 1.898109, -1.060600], [2.632180, -0.118003, 0.219838], [3.980347, -0.660491, 0.254415], [4.182528, -1.887217, 0.830375], [3.090899, -2.642613, 1.281155], [1.802364, -2.088141, 1.213635], [1.652924, -0.798237, 0.823353], [-0.235078, -4.527925, 2.464990], [1.503704, -4.277959, 2.683424], [0.940554, -4.876712, 1.122633], [-2.170154, -3.132308, 2.195618], [-1.786632, -3.755179, 0.627859], [-3.378123, -1.390837, 1.554575], [-3.791868, -2.557753, 0.280098], [-2.027733, -1.393785, -1.084614], [-3.981012, 0.363024, 0.153801], [-4.368090, -0.448328, -1.386551], [-3.505372, 2.194473, -1.022987], [-3.315037, 1.380990, -2.539939], [-1.124438, 0.935992, -2.088320], [-1.457063, 3.363481, -0.547603], [-1.171801, 3.543098, -2.171654], [0.772813, 3.564148, -0.283889], [1.176639, 3.052877, -1.939959], [3.156852, 2.931029, -1.164827], [3.637370, 1.454614, -2.054958], [4.257066, 1.824860, -0.371127], [4.809135, -0.005876, -0.084954], [5.226898, -2.228464, 0.841811], [3.233017, -3.698258, 1.543719], [-0.925326, 0.998587, 2.903625], [-0.853089, 2.230448, 2.608448], [-1.127077, 2.604465, 1.445092], [-0.571935, 3.148225, 3.773100], [-1.618950, 3.595909, 4.570103], [-1.393201, 4.294635, 5.714171], [-0.057218, 4.631159, 6.023730], [0.973964, 4.282492, 5.176897], [0.733900, 3.629397, 3.965520], [1.790898, 3.431773, 2.633077], [-2.638632, 3.371449, 4.227692], [-2.168826, 4.615118, 6.387112], [0.143664, 5.154619, 6.967889], [1.987601, 4.623746, 5.334571], [0.912389, -0.838785, -2.902674], [0.504882, -1.875277, -4.156992], [-0.029322, -1.426365, -5.400628], [-0.415240, -2.308776, -6.383291], [-0.345304, -3.705262, -6.162456], [0.157240, -4.172362, -4.987998], [0.609528, -3.284750, -4.026279], [-0.061059, -0.324492, -5.612451], [-0.842144, -1.972382, -7.338496], [-0.583814, -4.366283, -7.010031], [0.193724, -5.267753, -4.819293], [1.173125, -3.665074, -3.174448]], "forces_ev_per_a": [[1.31, 0.63, -0.69], [1.55, -0.09, -0.68], [-2.27, 0.12, 1.01], [0.59, -1.47, -0.11], [0.29, -0.02, 0.57], [-0.87, 0.03, 0.87], [0.73, 0.33, -1.34], [-0.16, 1.59, 1.07], [0.83, -0.35, -0.59], [0.48, 0.00, -1.38], [-1.56, -0.55, 0.42], [1.87, -0.41, 0.81], [-0.75, 0.21, 0.26], [0.72, 0.54, 0.14], [-1.02, -0.36, -0.40], [0.31, -1.65, 0.97], [-1.29, 1.91, -0.14], [0.39, 0.10, -0.19], [-0.57, -0.59, -0.42], [2.29, 1.93, -0.44], [0.00, -0.03, -1.14], [-0.61, -0.25, 0.06], [-0.74, 0.19, -0.46], [-0.47, 0.21, 0.56], [0.26, 0.05, -0.04], [0.17, -0.16, -0.41], [0.19, -0.10, -0.77], [0.15, -0.04, 0.21], [-0.11, 0.03, 0.15], [-0.34, -0.32, -0.34], [0.18, -0.16, 0.00], [-0.12, -0.08, 0.38], [0.06, -0.30, 0.32], [-0.03, 0.12, 0.57], [0.15, 0.14, 0.72], [0.14, -0.82, -0.70], [-0.10, -0.41, -0.34], [-0.48, 0.00, -0.11], [0.11, 0.50, -0.17], [0.21, 0.25, 0.50], [0.35, 0.11, -0.09], [-0.60, -0.98, 0.11], [-0.67, -0.28, 0.26], [-0.01, 0.58, 0.07], [0.08, -0.77, 0.73], [-0.68, 0.24, 0.58], [-0.18, 0.39, -0.07], [-0.29, 0.64, -0.33], [-0.83, -1.22, -1.23], [1.34, 1.01, 1.03], [-0.60, -0.24, 0.58], [0.33, 0.58, -0.17], [-0.90, -0.63, -0.42], [1.39, -0.09, -0.21], [0.30, -0.08, 0.37], [-0.35, 0.03, -0.02], [0.03, -0.13, -0.43], [0.09, 0.04, 0.27], [0.37, 1.32, 1.51], [-0.82, -1.54, -1.62], [0.31, 1.14, -0.04], [-0.37, -0.96, -0.19], [-0.51, 0.86, -1.94], [0.32, -1.01, 0.67], [0.50, 0.30, 0.33], [-0.07, -1.14, 0.42], [0.35, 0.07, 0.43], [-0.12, 0.17, 0.63], [0.22, 0.77, -0.03], [-0.44, 0.08, 0.10]], "e_lumo_ev": 1.52, "total_charge": -1, "de_lowest_kj_mol": 0.0, "multiplicity": 1}

***

# 2
{"formula": "C28H32Cl2O2SiW", "method": "ωB97M-V/def2-TZVPD", "species": ["C", "C", "C", "C", "C", "C", "C", "C", "C", "C", "W", "Cl", "Cl", "O", "H", "H", "H", "H", "H", "H", "H", "H", "H", "H", "H", "H", "H", "H", "H", "H", "O", "H", "C", "C", "C", "C", "C", "C", "Si", "C", "C", "C", "C", "C", "C", "C", "C", "C", "C", "C", "C", "H", "H", "H", "H", "H", "H", "H", "H", "H", "H", "H", "H", "H", "H", "H"], "coordinates": [[-2.476046, 2.465704, -2.480813], [-1.271218, 2.074654, -3.155703], [-0.150881, 2.416625, -2.315244], [-1.192814, 1.548789, -4.547519], [-0.668602, 2.966464, -1.077646], [-2.114896, 3.016904, -1.190892], [-3.069075, 3.616102, -0.211377], [-3.843110, 2.420700, -3.069597], [1.282837, 2.281469, -2.682373], [0.161601, 3.492250, 0.041156], [-1.422916, 0.960338, -1.291747], [0.114267, -0.960440, -2.321557], [-3.404786, -0.245372, -1.310379], [0.525284, 0.442448, 1.216810], [-2.003365, 0.837900, -4.756223], [-0.245680, 1.033098, -4.726358], [-1.281397, 2.377830, -5.266394], [1.447396, 1.422798, -3.339903], [1.910270, 2.142094, -1.796302], [1.626225, 3.188486, -3.202339], [1.078217, 2.903470, 0.154930], [-0.389170, 3.462282, 0.987529], [0.449522, 4.535999, -0.144298], [-2.641715, 3.645530, 0.797020], [-4.014849, 3.058966, -0.194462], [-3.302822, 4.653658, -0.493601], [-3.953506, 1.570379, -3.749630], [-4.037863, 3.335186, -3.647203], [-4.614316, 2.344819, -2.295715], [-0.784597, 0.768059, 1.284137], [-1.856386, 0.905715, 1.079083], [-2.143688, 1.716065, 1.519209], [-2.661222, -4.055543, 0.693460], [-2.840764, -2.839301, 1.350481], [-1.766838, -1.956829, 1.473841], [-0.495505, -2.266961, 0.975270], [-0.347511, -3.460578, 0.260025], [-1.412927, -4.359622, 0.143539], [0.936372, -1.104471, 1.342257], [1.448268, -1.389404, 3.117284], [0.563491, -0.993137, 4.127339], [0.951418, -1.056198, 5.470178], [2.233796, -1.507688, 5.807310], [3.116417, -1.916917, 4.798737], [2.723260, -1.859029, 3.452407], [2.402187, -1.390732, 0.232641], [3.009254, -0.255379, -0.316994], [4.026297, -0.380783, -1.265776], [4.468661, -1.650904, -1.652455], [3.908954, -2.788006, -1.064982], [2.899325, -2.656957, -0.097384], [-3.493636, -4.759320, 0.606279], [-3.809889, -2.565766, 1.773100], [-1.945294, -0.995642, 1.951655], [0.601343, -3.688396, -0.223211], [-1.258732, -5.307092, -0.376894], [-0.428333, -0.620760, 3.868940], [0.255906, -0.745206, 6.247673], [2.545686, -1.539444, 6.853424], [4.114869, -2.277361, 5.052477], [3.413948, -2.167921, 2.663625], [2.668005, 0.732701, -0.007463], [4.465545, 0.516051, -1.699948], [5.250850, -1.752525, -2.408338], [4.244561, -3.788361, -1.351879], [2.500316, -3.551488, 0.390781]], "forces_ev_per_a": [[0.60, 0.68, -0.09], [-0.27, 0.75, -0.49], [-0.18, -0.28, -0.13], [-0.16, 0.01, -0.27], [0.33, -0.35, 0.42], [-0.73, 0.12, -0.59], [-0.13, 0.16, -0.27], [-0.21, -0.01, -0.07], [0.24, 0.11, -0.14], [0.10, 0.29, -0.07], [1.91, 0.10, 0.55], [-0.38, 0.16, 0.35], [-1.95, -1.49, 0.13], [0.02, -0.45, 0.42], [0.18, 0.10, 0.08], [-0.14, 0.00, 0.07], [0.06, -0.07, -0.11], [-0.01, 0.04, 0.15], [-0.07, -0.03, -0.10], [0.16, -0.02, -0.02], [-0.24, 0.04, 0.14], [0.18, -0.07, -0.05], [0.09, 0.20, 0.12], [-0.12, -0.04, -0.05], [0.19, 0.04, 0.14], [-0.07, 0.06, 0.17], [-0.03, 0.04, 0.18], [0.02, 0.02, 0.01], [0.12, -0.12, -0.13], [-0.13, 0.01, -0.24], [0.39, 0.19, 0.38], [0.09, -0.12, -0.44], [0.11, 0.02, 0.10], [0.23, -0.09, -0.09], [-0.18, -0.27, 0.33], [-0.03, -0.30, -0.16], [-0.42, -0.28, 0.15], [0.08, 0.09, 0.00], [-0.85, 1.49, -0.65], [0.31, -0.27, 0.10], [0.43, -0.17, 0.62], [0.14, -0.06, -0.34], [0.05, -0.08, -0.29], [-0.23, 0.08, -0.09], [-0.19, 0.07, 0.79], [0.45, -0.44, 0.13], [0.30, -0.18, -0.39], [-0.06, -0.26, 0.29], [-0.17, 0.03, 0.09], [-0.13, 0.00, 0.31], [0.52, 0.26, -0.51], [0.25, 0.18, -0.03], [0.22, -0.07, -0.23], [0.08, -0.30, -0.10], [-0.34, -0.01, 0.09], [-0.10, 0.24, 0.02], [0.23, -0.07, 0.00], [0.13, -0.04, -0.06], [-0.08, -0.01, -0.25], [-0.21, 0.10, 0.03], [-0.18, 0.12, 0.24], [-0.12, -0.28, -0.14], [-0.04, -0.18, 0.01], [-0.22, 0.01, 0.17], [0.00, 0.30, 0.04], [0.13, 0.28, -0.24]], "e_lumo_ev": [4.74, 4.74], "total_charge": -2, "de_lowest_kj_mol": 0.0, "multiplicity": 3}

***

# 3
{"formula": "C28H32F6N2O5", "method": "ωB97M-V/def2-TZVPD", "species": ["C", "C", "O", "C", "C", "C", "C", "O", "C", "O", "O", "C", "C", "O", "H", "H", "H", "H", "H", "H", "H", "H", "H", "H", "H", "H", "H", "C", "N", "C", "C", "F", "F", "F", "C", "C", "C", "C", "C", "C", "C", "C", "C", "N", "C", "C", "C", "F", "F", "F", "C", "C", "C", "C", "H", "H", "H", "H", "H", "H", "H", "H", "H", "H", "H", "H", "H", "H", "H", "H", "H", "H", "H"], "coordinates": [[4.409832, -1.160567, -4.036827], [2.988388, -1.646111, -3.974559], [2.125451, -0.480493, -4.066950], [0.997285, -0.486094, -3.330247], [0.265727, 0.808730, -3.454739], [0.956333, 2.092072, -3.384378], [0.209513, 3.329415, -3.811038], [2.131702, 2.101887, -2.997301], [-1.161331, 0.660113, -3.256099], [-1.855582, 1.457298, -2.616296], [-1.658759, -0.488921, -3.758968], [-3.109445, -0.640276, -3.726878], [-3.375419, -2.101814, -3.948295], [0.635062, -1.405386, -2.606315], [5.084081, -2.020011, -4.042328], [4.600189, -0.554287, -4.927602], [4.636861, -0.541739, -3.163507], [2.775308, -2.303787, -4.825091], [2.790433, -2.169691, -3.035167], [-0.871661, 3.209104, -3.724906], [0.499286, 4.179414, -3.184228], [0.450691, 3.558818, -4.858980], [-3.506275, -0.316680, -2.758045], [-3.576133, -0.032558, -4.514850], [-4.446973, -2.275468, -4.079990], [-2.852219, -2.470112, -4.837270], [-3.041518, -2.686260, -3.082510], [-4.110492, -3.951346, 2.565231], [-3.724411, -3.489351, 1.261012], [-4.014668, -4.375136, 0.148760], [-2.783017, -5.199879, -0.125386], [-2.964108, -6.167683, -1.063831], [-1.752730, -4.387160, -0.557526], [-2.332134, -5.809141, 1.024653], [-2.942498, -2.385992, 1.118104], [-3.047321, -1.583354, -0.045116], [-2.211061, -0.501565, -0.195178], [-1.170026, -0.210467, 0.733648], [-0.497424, 1.020276, 0.595618], [0.369890, 1.657797, 1.513434], [0.750571, 3.005020, 1.243329], [1.723704, 3.630752, 1.980752], [2.458990, 2.901242, 2.951756], [3.513389, 3.462718, 3.657711], [4.888700, 3.265337, 3.274467], [3.280009, 4.376025, 4.766481], [2.919235, 3.611632, 6.014530], [2.919574, 4.401950, 7.124784], [1.665205, 3.052811, 5.899318], [3.799541, 2.573449, 6.229397], [2.038092, 1.594362, 3.282931], [0.902324, 1.073440, 2.704469], [-0.937980, -1.188457, 1.749914], [-1.938587, -2.083275, 2.073615], [-4.466132, -3.106307, 3.173167], [-4.916941, -4.681763, 2.467086], [-3.271141, -4.421585, 3.097431], [-4.830994, -5.044767, 0.438052], [-4.248750, -3.811150, -0.759830], [-3.824343, -1.804004, -0.766391], [-2.372689, 0.180383, -1.020895], [-0.730278, 1.582877, -0.312066], [0.239668, 3.524454, 0.427486], [1.977203, 4.678114, 1.830668], [4.969210, 3.144868, 2.183275], [5.477630, 4.134423, 3.590976], [5.321981, 2.366706, 3.748061], [4.205566, 4.931757, 4.960278], [2.428488, 5.025031, 4.515742], [2.594351, 1.055177, 4.052771], [0.431773, 0.214343, 3.166643], [0.017622, -1.231340, 2.270032], [-1.905807, -2.647835, 3.014037]], "forces_ev_per_a": [[0.34, 0.22, 0.12], [-0.40, 0.53, 0.03], [0.33, -1.16, 0.06], [-0.47, 1.31, 0.35], [-0.59, -0.68, 0.09], [0.10, -2.05, 0.58], [-0.11, 0.51, 0.03], [-0.21, 1.07, -0.31], [1.67, 0.82, 0.42], [-0.85, -0.07, -0.23], [-1.66, 0.02, -0.19], [0.82, 0.07, 0.12], [-0.12, -0.46, 0.01], [0.60, 0.00, -0.56], [0.05, 0.05, -0.02], [-0.09, -0.14, 0.07], [-0.02, -0.07, -0.11], [-0.16, 0.04, 0.19], [-0.09, 0.01, -0.22], [0.18, -0.11, -0.07], [0.14, -0.07, -0.17], [0.06, -0.05, 0.27], [0.08, 0.12, -0.24], [0.27, 0.02, 0.21], [0.02, 0.01, -0.03], [-0.09, 0.07, 0.18], [0.08, 0.03, -0.18], [0.32, -0.04, 0.95], [-0.83, -0.04, -0.17], [0.02, 0.44, 0.05], [1.90, -0.51, -0.34], [0.00, 0.90, 0.87], [-1.17, -1.03, 0.42], [-0.49, 0.42, -1.09], [0.23, 0.46, -0.66], [0.59, 0.15, 0.38], [-0.58, -0.19, -0.07], [0.71, -0.19, -0.55], [-0.85, -0.77, 0.02], [0.53, 0.86, 1.02], [-0.32, -0.64, -0.53], [0.75, -0.05, 0.86], [-1.26, -0.56, -0.71], [0.71, 1.42, 0.84], [0.37, -0.79, -0.29], [-0.36, -0.51, -0.95], [-0.26, -0.86, 0.87], [-0.03, -0.72, -0.85], [1.17, 0.49, 0.32], [-0.92, 1.05, 0.01], [0.08, 0.55, -0.03], [0.11, -0.22, -0.67], [-0.84, 0.11, 0.57], [0.56, -0.07, 0.30], [0.04, -0.26, -0.18], [0.15, 0.16, 0.09], [-0.24, -0.09, -0.02], [0.11, 0.20, -0.32], [-0.12, -0.32, 0.11], [0.14, 0.16, -0.05], [0.12, 0.15, -0.06], [-0.10, -0.08, 0.07], [0.33, -0.17, 0.17], [-0.03, -0.22, -0.15], [0.03, 0.11, 0.32], [-0.06, -0.21, -0.22], [0.04, 0.24, -0.15], [-0.44, 0.08, -0.01], [0.31, 0.18, 0.36], [-0.41, 0.24, -0.05], [0.29, 0.10, -0.23], [-0.54, 0.03, 0.00], [0.33, -0.04, -0.69]], "e_lumo_ev": -2.57, "multiplicity": 1}